--- a ---
DFT (ωB97M-V/def2-TZVPD) results for a 2-piece molecular cluster, C4H12N3 overall.

Element x y z (Å)
N  1.36012  -1.62763  -1.31408
C  0.74757  -1.69106  -0.00015
N  1.13580  -2.72212  0.94493
H  2.36860  -1.58348  -1.23390
H  1.17629  -2.48887  -1.81221
H  0.92097  -0.72451  0.48443
H  -0.33321  -1.75822  -0.13789
H  0.94975  -3.64113  0.55290
H  2.13390  -2.68172  1.11559
C  -1.65485  1.62155  -0.09116
C  -2.06754  2.19630  -1.21180
C  0.18011  1.30067  1.41185
N  -0.31231  1.77905  0.33339
H  -2.26497  1.00441  0.55214
H  -1.40136  2.78851  -1.82419
H  -3.09148  2.08129  -1.53539
H  1.22393  1.47652  1.63224
H  -0.45341  0.71819  2.06660
H  0.31198  2.27172  -0.29955

Calculated values
Highest occupied orbital energy = -12.340 eV
Lowest unoccupied orbital energy = -0.19808 hartree
Frontier orbital gap = 7.0 eV
Charge = +1

And the Löwdin charges, in e, turn out to be: N 0.0038; C -0.4041; N 0.0066; H 0.0649; H 0.0684; H 0.0548; H 0.1068; H 0.0727; H 0.0664; C -0.1296; C 0.1201; C 0.1632; N 0.0453; H 0.1333; H 0.0880; H 0.0909; H 0.1307; H 0.1328; H 0.1849

--- b ---
DFT (ωB97M-V/def2-TZVPD) results for an isolated ion of composition C4H12N3 and charge +1.

Element x y z (Å)
N  0.47134  -2.31079  -1.96194
C  -0.06167  -1.99974  -0.77196
N  -0.29348  -0.78551  -0.36555
C  0.30655  0.44815  -0.94933
C  -0.16267  1.61128  -0.07367
C  0.30043  1.40405  1.36726
N  -0.62039  0.47020  2.04944
H  0.20719  -3.20530  -2.33086
H  0.43723  -1.56220  -2.63376
H  -0.31681  -2.79159  -0.07655
H  -0.63572  -0.65324  0.59536
H  0.08995  0.55682  -2.01358
H  1.36207  0.31035  -0.76462
H  -1.24893  1.59431  -0.03556
H  0.17878  2.54000  -0.52336
H  0.39246  2.35834  1.89431
H  1.28880  0.94255  1.42216
H  -1.51955  0.88377  2.25999
H  -0.17559  0.18855  2.91222

Calculated values
Structure (SMILES) = N/C=[NH+]\CCCN
Highest occupied orbital energy = -13.764 eV
Lowest unoccupied orbital energy = -0.11992 hartree
Frontier orbital gap = 10.5 eV
Charge = +1

And the Löwdin charges, in e, turn out to be: N 0.1838; C -0.1236; N 0.0682; C -0.1351; C -0.1628; C -0.2455; N -0.0137; H 0.1271; H 0.1136; H 0.1641; H 0.1010; H 0.1274; H 0.1275; H 0.1185; H 0.1242; H 0.1192; H 0.1193; H 0.0952; H 0.0915

The structure with the most favorable energy is b; the runner-up is 0.0886 hartree above it.

--- a ---
DFT (ωB97M-V/def2-TZVPD) results for an isolated molecule of C2H4O3.

Element x y z (Å)
C  -1.76049  0.35945  0.04806
C  0.30081  -0.67558  0.25711
O  -0.48414  0.36442  0.20263
O  2.52327  0.12836  -0.58541
O  1.56524  -0.36746  0.49067
H  -2.13580  1.38458  0.01155
H  -2.22299  -0.63634  0.18528
H  -0.09863  -1.64672  0.19480
H  2.31272  1.08928  -0.80469

Calculated values
Highest occupied orbital energy (spin up / spin down) = -8.007 / -7.963 eV
Lowest unoccupied orbital energy (spin up / spin down) = -0.00475 / 0.00726 hartree
Frontier orbital gap (spin up / spin down) = 7.9 / 8.2 eV

And the Löwdin charges, in e, turn out to be: C -0.0214; C -0.2207; O -0.0306; O -0.0571; O -0.0760; H 0.0835; H 0.0928; H 0.1284; H 0.1009

--- b ---
DFT (ωB97M-V/def2-TZVPD) results for an isolated molecule of C2H4O3.

Element x y z (Å)
O  1.92733  -0.63786  0.00515
C  0.82426  -0.01694  -0.16461
O  0.58718  1.37481  -0.10396
C  -0.44374  -0.74483  -0.12520
O  -1.67802  0.10495  -0.04325
H  1.38769  2.02916  0.03656
H  -0.81929  -1.60988  -0.69707
H  -0.35539  -1.44996  0.72166
H  -1.43002  0.95055  0.37072

Calculated values
Structure (SMILES) = O=C(O)CO
Highest occupied orbital energy = -10.572 eV
Lowest unoccupied orbital energy = 0.01293 hartree
Frontier orbital gap = 10.9 eV

And the Löwdin charges, in e, turn out to be: O 0.0413; C -0.4023; O 0.0278; C -0.1295; O -0.0789; H 0.1893; H 0.1457; H 0.1353; H 0.0712

--- c ---
DFT (ωB97M-V/def2-TZVPD) results for a 2-piece molecular cluster, C2H4O3 overall.

Element x y z (Å)
O  0.98838  -0.56110  2.34590
C  0.80556  0.52939  1.87539
C  0.27176  1.84342  1.69645
O  1.31331  1.20200  0.88507
H  -0.59642  2.12739  1.04593
H  0.68416  2.65670  2.29993
O  0.28267  -1.50238  -1.05336
H  -0.47639  -1.68474  -1.61194
H  0.41649  -0.55200  -1.16074

Calculated values
Structure (SMILES) = O=C1CO1.O
Highest occupied orbital energy = -10.735 eV
Lowest unoccupied orbital energy = 0.02130 hartree
Frontier orbital gap = 11.3 eV

And the Löwdin charges, in e, turn out to be: O 0.1460; C -0.5099; C 0.0203; O 0.0944; H 0.1325; H 0.1150; O -0.0533; H 0.0302; H 0.0249

--- d ---
DFT (ωB97M-V/def2-TZVPD) results for a 2-piece molecular cluster, C2H4O3 overall.

Element x y z (Å)
C  -1.82808  0.27829  0.06904
C  -0.54920  0.69708  0.35307
O  -2.88472  0.13419  -0.39431
O  0.33214  -1.95371  -0.10612
O  -0.92661  -1.98751  0.50946
H  0.08601  0.22399  -0.34532
H  -0.35204  1.86732  0.22691
H  -0.21205  0.28688  1.29542
H  0.21139  -2.65587  -0.70825

Calculated values
Highest occupied orbital energy (spin up / spin down) = -7.349 / -7.355 eV
Lowest unoccupied orbital energy (spin up / spin down) = -0.00947 / -0.00942 hartree
Frontier orbital gap (spin up / spin down) = 7.1 / 7.1 eV

And the Löwdin charges, in e, turn out to be: C -0.0952; C -0.0347; O 0.2607; O -0.2070; O -0.3299; H 0.0825; H 0.1678; H 0.1167; H 0.0391

The structure with the most favorable energy is b; the runner-up is 0.0177 hartree above it.

--- a ---
DFT (ωB97M-V/def2-TZVPD) results for an isolated molecule of C5H8N2S.

Element x y z (Å)
S  -0.69169  2.18724  1.48335
C  0.11320  0.77670  1.30305
C  0.02040  -0.24166  0.22426
C  -0.89424  -0.08150  -0.99686
N  -0.44644  -1.14855  -1.87498
C  1.00204  -1.25783  -1.76857
C  1.23700  -0.93784  -0.27318
N  0.28192  -1.65220  0.57148
H  0.79337  0.49446  2.12130
H  -0.67567  0.91197  -1.45283
H  -1.93538  -0.16168  -0.79238
H  -0.72901  -0.97543  -2.84330
H  1.58297  -0.43219  -2.26734
H  1.45012  -2.25190  -2.10703
H  2.18934  -0.81317  0.23535
H  0.67247  -1.70984  1.56498

Calculated values
Structure (SMILES) = S=C[C@@]12CNC[C@@H]1N2
Highest occupied orbital energy = -8.788 eV
Lowest unoccupied orbital energy = -0.01195 hartree
Frontier orbital gap = 8.5 eV

And the Löwdin charges, in e, turn out to be: S 0.6726; C -0.5889; C -0.4761; C -0.1585; N -0.0704; C -0.1730; C -0.2246; N 0.0924; H 0.0544; H 0.1240; H 0.1093; H 0.1180; H 0.1176; H 0.1326; H 0.1435; H 0.1272

--- b ---
DFT (ωB97M-V/def2-TZVPD) results for an isolated molecule of C5H8N2S.

Element x y z (Å)
H  3.04737  -0.38472  0.00974
N  2.40106  -1.24809  0.32675
C  1.17091  -0.70319  0.15240
N  0.00617  -1.32543  0.38666
C  -1.03193  -0.90608  -0.58970
C  -2.30957  -0.36820  -0.09532
C  -3.39184  0.23097  0.18384
S  1.23388  1.01687  -0.45286
C  0.10267  1.77388  0.61782
H  -0.19018  -2.31265  0.89484
H  -0.52503  -0.28731  -1.40293
H  -1.35746  -1.87556  -1.26045
H  -4.36863  0.66456  0.35190
H  0.11187  1.59408  1.72675
H  0.29003  2.71779  0.04831
H  -0.84202  1.46417  0.26953

Calculated values
Structure (SMILES) = [H]/N=C(/NCC#C)SC
Highest occupied orbital energy = -8.561 eV
Lowest unoccupied orbital energy = 0.02317 hartree
Frontier orbital gap = 9.2 eV

And the Löwdin charges, in e, turn out to be: H 0.0347; N 0.0003; C -0.7416; N -0.0324; C -0.2863; C -0.1363; C 0.1167; S 0.8703; C -0.4260; H 0.2198; H 0.0954; H 0.1656; H 0.0269; H 0.0898; H 0.0366; H -0.0333

--- c ---
DFT (ωB97M-V/def2-TZVPD) results for an isolated molecule of C5H8N2S.

Element x y z (Å)
N  3.31674  -0.14501  -1.00358
C  2.28170  0.12741  -0.59697
C  1.00068  0.53233  -0.09838
C  0.63607  -0.42362  1.03124
C  -0.47015  -1.39912  0.49300
S  -0.40530  -1.27258  -1.33329
C  -0.12349  0.51701  -1.15997
N  -1.22293  1.33025  -0.86514
H  1.20234  1.64941  0.14018
H  0.12883  0.01413  1.80088
H  1.53909  -0.97132  1.32022
H  -0.42771  -2.42408  0.90588
H  -1.49596  -0.95264  0.83024
H  0.25833  0.96598  -2.13792
H  -1.37921  1.90772  -1.70431
H  -2.09138  1.13192  -0.36582

Calculated values
Structure (SMILES) = N#C[C@@H]1CCS[C@H]1N
Highest occupied orbital energy = -8.871 eV
Lowest unoccupied orbital energy = 0.02304 hartree
Frontier orbital gap = 9.5 eV

And the Löwdin charges, in e, turn out to be: N 0.1708; C -0.2595; C -0.3559; C -0.1900; C -0.4382; S 0.8693; C -0.6701; N 0.0039; H 0.1807; H 0.0740; H 0.1191; H 0.0798; H 0.0911; H 0.1427; H 0.0902; H 0.0920

The structure with the most favorable energy is c; the runner-up is 0.0356 hartree above it.

--- a ---
DFT (ωB97M-V/def2-TZVPD) results for a 2-piece molecular cluster, C4H8NS overall.

Element x y z (Å)
C  -1.47177  0.01530  -0.95353
C  -0.25679  -1.00682  -0.81916
C  -1.13489  0.47323  0.44620
C  0.02664  -0.42577  0.55904
N  1.22919  -0.07703  1.27479
S  -1.32244  -0.85833  1.64296
H  -1.23531  0.85194  -1.70112
H  -2.46529  -0.33175  -1.01343
H  -0.45405  -2.05962  -0.82001
H  0.54414  -0.72505  -1.62422
H  -1.68957  2.32586  1.19447
H  1.69527  -0.78140  1.96215
H  1.03278  0.88899  1.75108
H  1.92402  0.14974  0.50495

Calculated values
Highest occupied orbital energy (spin up / spin down) = -13.389 / -13.208 eV
Lowest unoccupied orbital energy (spin up / spin down) = -0.18460 / -0.16390 hartree
Frontier orbital gap (spin up / spin down) = 8.4 / 8.7 eV
Charge = +1

And the Löwdin charges, in e, turn out to be: C -0.1531; C -0.1065; C -0.4911; C -0.7822; N 0.1819; S 0.9602; H 0.1471; H 0.0954; H 0.1046; H 0.1546; H 0.2561; H 0.2220; H 0.2143; H 0.1968

--- b ---
DFT (ωB97M-V/def2-TZVPD) results for a 2-piece molecular cluster, C4H8NS overall.

Element x y z (Å)
C  -2.89056  -0.29457  0.01273
C  0.99646  0.85883  -0.15281
C  -0.41942  0.96782  0.32880
C  0.03073  -0.26126  -0.43767
N  0.02450  -1.48134  0.28888
S  -4.19309  0.43499  -0.18564
H  -1.05535  1.69146  -0.16086
H  1.28780  1.47428  -0.99033
H  1.77937  0.70029  0.57281
H  -0.60356  0.85458  1.38490
H  -0.29867  -0.38771  -1.46329
H  -2.10072  -0.99305  0.23540
H  0.49857  -1.40545  1.18408
H  0.39192  -2.26934  -0.23002

Calculated values
Highest occupied orbital energy = -12.976 eV
Lowest unoccupied orbital energy = -0.24244 hartree
Frontier orbital gap = 6.4 eV
Charge = +1

And the Löwdin charges, in e, turn out to be: C -0.2912; C -0.0776; C -0.1599; C -0.4067; N 0.0409; S 1.1084; H 0.0914; H 0.1095; H 0.1127; H 0.1100; H 0.1452; H 0.0167; H 0.1022; H 0.0985

The structure with the most favorable energy is b; the runner-up is 0.0933 hartree above it.